No. 1
Entry from the OMol25 dataset: 2 unconnected molecules or ions with the total composition C2H6N2O3 (wB97M-V/def2-TZVPD).

Each line ends with the Mulliken charge.
CARTESIAN COORDINATES (ANGSTROEM)
N 0.0550 0.3938 1.1913  -0.43
C 0.5544 1.3826 0.3539  0.51
O 0.1491 2.5261 0.3752  -0.57
N 1.2735 0.9271 -0.8078  -0.22
C 0.9830 -0.3017 -1.3808  0.06
O 0.3678 -1.2877 -0.9391  -0.58
H 0.3284 -0.6669 1.1300  0.31
H -0.6367 0.7542 1.7856  0.21
H 1.3413 1.6506 -1.5327  0.31
H 1.2322 -0.3789 -2.4531  0.36
O -2.2206 -1.8074 0.5352  -0.67
H -1.3477 -1.3971 0.1974  0.40
H -2.0797 -1.7946 1.5450  0.31

Atoms 1-6, force components in eV/Å:
N 2.82 -1.73 -1.52
C -2.27 -0.92 -0.74
O 0.95 -0.28 0.48
N -0.45 -0.86 0.06
C -1.58 -1.77 -0.49
O 1.54 2.06 0.18

For the LUMO energy, the calculation gives 0.52 eV. The calculation puts the HOMO energy at -10.62 eV. The SMILES is NC(=O)NC=O.O. For the frontier orbital gap, the calculation gives 11.1430 eV. The calculation puts the energy above the lowest of the compared OMol25 structures with the same formula, charge and spin at 26.6 kcal/mol. The total energy comes out at -11294.1727 eV.


No. 2
Entry from the OMol25 dataset: a molecular structure, C2H6N2O4 (wB97M-V/def2-TZVPD).

Each line ends with the Mulliken charge.
CARTESIAN COORDINATES (ANGSTROEM)
C 1.2261 -0.0702 -0.0151  0.69
O 1.6718 0.8265 -0.9278  -0.44
O 1.1434 -1.4577 -0.9055  -0.52
O 1.6855 -0.1994 1.0953  -0.53
H 2.3402 1.3632 -0.4721  0.35
H 1.0697 -2.1707 -0.2412  0.34
C -0.7607 -0.0747 0.0065  0.63
N -1.1815 1.0835 -0.6972  -0.53
N -1.2818 -0.0612 1.3098  -0.51
O -0.8027 -1.2109 -0.6283  -0.46
H -0.7614 0.4859 1.9833  0.26
H -0.7018 1.1945 -1.5811  0.22
H -2.1809 1.2427 -0.6799  0.25
H -1.4659 -0.9515 1.7534  0.25

Atoms 1-6, force components in eV/Å:
C 3.96 -3.71 -1.40
O -0.91 -0.09 0.32
O 2.10 1.77 1.27
O -1.29 0.61 -0.42
H -0.27 0.07 0.03
H 0.19 0.63 -0.14

For the LUMO energy (spin up / spin down), the calculation gives -1.96 / -1.43 eV. The calculation puts the HOMO energy (spin up / spin down) at -9.40 / -8.75 eV. For the frontier orbital gap (spin up / spin down), the calculation gives 7.4410 / 7.3147 eV. The calculation puts the energy above the lowest of the compared OMol25 structures with the same formula, charge and spin at 125.7 kcal/mol. The total energy comes out at -13337.3602 eV.


No. 3
Entry from the OMol25 dataset: C2H6N2O4 in the gas phase (wB97M-V/def2-TZVPD).

Each line ends with the Mulliken charge.
CARTESIAN COORDINATES (ANGSTROEM)
C -1.6985 0.3245 -0.8361  -0.65
O -0.3283 0.4123 -0.9756  -0.34
C 0.3043 0.0657 0.2389  0.51
N -0.1039 -1.1310 0.8317  -0.47
O 0.3679 1.0379 1.1898  -0.51
N 2.0188 -0.0351 -0.1590  0.89
O 2.5743 -1.1274 -0.2878  -0.58
O 2.5770 1.0481 -0.3090  -0.56
H -2.1473 -0.6743 -1.3753  0.20
H -2.2535 1.1099 -1.4009  0.26
H -1.9976 0.2195 0.2650  0.33
H -0.0110 -2.0324 0.2687  0.29
H 0.2873 -1.1001 1.7994  0.26
H 0.4106 1.8825 0.7502  0.37

Atoms 1-6, force components in eV/Å:
C -3.93 -2.59 -0.43
O 2.24 -0.17 1.41
C 1.34 -0.61 -0.54
N 0.64 -0.46 0.06
O -0.89 -0.62 -0.05
N 0.29 0.03 -1.24

For the LUMO energy, the calculation gives 0.58 eV. The calculation puts the HOMO energy at -10.05 eV. The SMILES is CO[C@](N)(O)[N+](=O)[O-]. For the frontier orbital gap, the calculation gives 10.6261 eV. The calculation puts the energy above the lowest of the compared OMol25 structures with the same formula, charge and spin at 118.5 kcal/mol. The total energy comes out at -13337.6748 eV.


No. 4
Entry from the OMol25 dataset: C2H6N2OS in the gas phase (wB97M-V/def2-TZVPD).

Each line ends with the Mulliken charge.
CARTESIAN COORDINATES (ANGSTROEM)
C 0.3878 -0.8399 -1.4728  -0.07
C -0.4550 0.0915 2.3209  -0.49
N 1.1001 -0.5740 -2.5328  -0.37
N -0.1324 -1.6460 0.7976  -0.36
O -0.3221 -0.2449 0.9156  -0.22
S 0.7633 -2.0304 -0.4265  -0.03
H 0.0199 -0.0196 -0.9843  0.43
H -1.3557 -0.4180 2.7689  0.20
H -0.3342 1.1291 2.1969  0.26
H 0.3112 -0.4850 2.8735  0.22
H 0.9057 0.2114 -3.1073  0.22
H 1.7361 -1.3941 -2.8902  0.21

Atoms 1-6, force components in eV/Å:
C 1.44 -1.12 0.26
C 0.02 -3.48 -0.82
N 3.20 -2.64 -3.18
N -0.73 -0.87 2.56
O -0.08 -0.20 0.52
S -0.43 -0.32 -0.33

For the LUMO energy, the calculation gives 0.45 eV. The calculation puts the HOMO energy at -6.70 eV. For the frontier orbital gap, the calculation gives 7.1430 eV. The calculation puts the energy above the lowest of the compared OMol25 structures with the same formula, charge and spin at 135.3 kcal/mol. The total energy comes out at -18028.9365 eV.